<A>
CH29O14 | wB97M-V/def2-TZVPD

```
44
Properties=species:S:1:pos:R:3
C 0.2410 0.0589 0.1032
O 1.3800 -0.5211 0.5252
H -0.5790 -0.7111 -0.2078
H 0.2490 0.6019 -0.9388
H -0.1610 0.5329 0.8082
O -1.8860 2.0779 2.2962
H -1.6700 1.2409 2.6882
H -2.3430 2.6499 2.9452
O 2.5540 1.9399 0.5552
H 2.2230 1.1129 0.4452
H 1.7230 2.4859 0.7062
O -0.2430 2.0019 -3.3388
H 0.3690 1.2039 -3.5718
H -0.6690 2.3759 -4.0438
O -2.7210 -2.3291 -0.3298
H -2.1200 -2.6081 0.4172
H -2.5620 -2.9001 -0.9348
O -2.7950 -0.1151 -2.4318
H -2.8430 -0.6311 -1.6108
H -2.3910 0.5679 -2.0608
O -1.6940 1.6399 -0.8898
H -1.5930 1.5509 -0.0038
H -0.9690 1.4669 -1.4058
O -1.6880 -0.0331 2.8352
H -1.1250 -0.0281 2.0882
H -2.0600 -0.7811 2.7192
O 1.9780 -1.5681 2.9932
H 1.9560 -0.9061 2.2972
H 1.0720 -1.9021 3.1042
O 3.9950 -0.4301 0.6962
H 3.9960 0.5169 0.7392
H 2.9660 -0.7001 0.7502
O 1.0460 -3.4411 0.6732
H 1.1630 -2.5111 0.5872
H 1.5990 -3.6201 1.4052
O -0.5950 -1.4321 -3.4928
H -0.2310 -0.7451 -3.8318
H -1.3380 -1.0031 -2.9888
O 1.8920 -1.4951 -2.0038
H 0.9990 -1.7801 -2.3498
H 1.5680 -0.8001 -1.3948
O 0.7030 2.8379 1.8922
H 0.7950 3.6639 1.8382
H -0.1900 2.4649 1.7212
```

Summary:
Charge   -1
Gap between HOMO and LUMO   7.78 eV
E_LUMO   2.321 eV

=====

<B>
CH29O14 | wB97M-V/def2-TZVPD

```
44
Properties=species:S:1:pos:R:3
C -0.1643 0.2671 0.1429
O -0.5875 -1.0623 0.1719
H -0.9429 0.8674 0.5569
H 0.2453 0.4057 -0.9075
H 0.6260 0.3952 0.7943
O 0.2488 -1.3021 2.9438
H -0.4672 -1.8677 3.3158
H -0.0999 -1.0718 2.1067
O 2.6780 1.6323 0.2119
H 2.1479 1.1783 0.8621
H 3.3766 1.0073 0.0339
O 0.9875 -1.7246 -2.8657
H 0.0732 -1.8892 -2.5117
H 1.0994 -0.8434 -3.3066
O 0.5706 3.5299 -0.0685
H 0.7883 4.2926 0.4113
H 1.3582 3.0299 -0.2278
O -1.9978 3.2515 -0.6820
H -1.1275 3.5214 -0.3907
H -1.9549 2.3003 -0.8098
O 2.0530 1.3488 -2.4157
H 1.0863 1.3985 -2.5357
H 2.1150 1.2311 -1.4656
O 0.1450 2.4869 2.3469
H 0.2832 2.8748 1.4666
H -0.5443 1.8932 2.1507
O -3.1425 -1.1474 1.1014
H -2.2260 -0.8592 1.0484
H -3.1991 -1.9385 0.5382
O -1.3520 -3.5604 0.4848
H -0.5210 -4.0096 0.7845
H -1.1208 -2.6584 0.2652
O 3.8359 -0.9661 1.8569
H 3.1841 -1.0786 1.1828
H 4.6870 -1.1870 1.4692
O -1.6968 -1.0738 -2.3198
H -1.3433 -0.9824 -1.3939
H -2.2731 -1.8281 -2.2203
O 1.9270 -2.0221 -0.0285
H 1.1108 -1.5529 -0.1786
H 1.6124 -2.8269 0.3216
O -3.7282 0.5481 -0.7740
H -4.4452 0.1180 -1.2535
H -3.3052 -0.1255 -0.2128
```

Summary:
Charge   -1
Gap between HOMO and LUMO   9.12 eV
E_LUMO   2.754 eV

=====

Which one sits at the bottom of the stability order? <A> does.

=====

<A>
C6H9NO2 | wB97M-V/def2-TZVPD

```
18
Properties=species:S:1:pos:R:3
C -0.9662 0.6530 -1.9718
C -3.0366 0.2234 2.6459
C 1.8322 -0.2005 -1.1434
C 0.8511 0.4176 1.0372
C -0.5425 -1.0407 -0.4657
C 0.8210 -0.6311 -0.0649
N -1.9601 0.4518 -1.3634
O -2.0091 0.4672 3.1401
O -4.1494 0.1288 2.3244
H -0.1738 0.8904 -2.5848
H 2.1058 -0.9185 -1.8102
H 2.7821 0.2581 -0.6207
H 1.4080 0.5152 -1.8739
H 0.8604 1.3323 0.5571
H 1.7169 0.2283 1.6107
H -0.0488 0.3289 1.7064
H -0.6833 -1.4991 -1.4549
H 1.1926 -1.6051 0.3321
```

Summary:
Gap between HOMO and LUMO   8.70 eV
E_LUMO   0.615 eV

=====

<B>
C6H9NO2 | wB97M-V/def2-TZVPD

```
18
Properties=species:S:1:pos:R:3
N 2.4718 -0.2633 0.5662
C 1.4679 0.5903 0.3148
O 1.5801 1.7640 0.6844
C 0.3876 0.2049 -0.6927
C -0.2993 -1.1577 -0.4742
C -1.3953 -0.8845 0.5597
C -1.7856 0.5629 0.3272
O -2.7461 1.1216 0.8093
C -0.7805 1.2034 -0.6133
H 2.2427 -1.1688 0.9539
H 3.4056 0.1929 0.6515
H 0.8812 0.2519 -1.6729
H 0.3874 -1.9657 -0.1923
H -0.7592 -1.4609 -1.4248
H -1.0108 -0.9516 1.5911
H -2.2693 -1.5443 0.4947
H -1.2743 1.2916 -1.5943
H -0.5039 2.2135 -0.2884
```

Summary:
Structure (SMILES)   NC(=O)[C@H]1CCC(=O)C1
Gap between HOMO and LUMO   10.05 eV
E_LUMO   0.584 eV

=====

<C>
C6H9NO2 | wB97M-V/def2-TZVPD

```
18
Properties=species:S:1:pos:R:3
C 1.1175 -0.2392 -0.2832
C 0.8516 0.9934 0.5475
C -0.6744 1.2023 0.0501
C -1.1345 -0.1541 0.0302
C -0.0374 -1.1837 0.0589
C -2.5918 -0.5150 0.0508
H 3.2642 0.0801 -0.4123
H 2.9280 -1.4561 -0.5543
H 0.9520 -0.2745 -1.3307
H 1.3970 2.1112 0.4788
H 0.7212 0.8374 1.7277
H -1.2347 2.1580 0.3694
H 0.1257 -2.0498 -0.7486
H 0.2863 -1.3700 1.2239
H -2.3864 1.2703 -1.2423
N 2.6754 -0.7014 -0.0203
O -3.1503 0.8222 -0.3113
O -3.1095 -1.5311 0.3654
```

Summary:
Gap between HOMO and LUMO   9.16 eV
E_LUMO   -0.494 eV

=====

Which one sits at the bottom of the stability order? <C> does.

=====

<A>
C6H9NO2 | wB97M-V/def2-TZVPD

```
18
Properties=species:S:1:pos:R:3
C -0.0751 0.0247 -0.0746
C -0.6767 -0.0977 1.3926
C 0.9026 -1.0063 -0.5049
C 0.4078 1.4567 -0.3450
C -1.4880 -0.3298 -0.7894
O -1.7014 0.3652 -1.9359
C 0.6522 -0.3716 2.1073
O -2.2395 -1.2379 -0.5388
N 1.6015 -0.9981 1.7551
H -0.9530 0.9328 -2.1575
H -1.1287 0.8358 1.7307
H -1.2908 -0.9848 1.5646
H 0.5283 -2.0192 -0.6131
H -0.3454 2.2068 -0.0935
H 2.2068 -1.3303 0.9131
H 1.5967 -0.7077 -1.2843
H 1.2919 1.6643 0.2604
H 0.7109 1.5971 -1.3867
```

Summary:
Gap between HOMO and LUMO (spin up / spin down)   7.75 / 7.73 eV
E_LUMO (spin up / spin down)   0.166 / 0.159 eV

=====

<B>
C6H9NO2 | wB97M-V/def2-TZVPD

```
18
Properties=species:S:1:pos:R:3
C -2.9337 0.3780 -0.9784
C -1.9537 0.2047 -0.0827
N -0.6791 -0.2948 -0.2921
O -0.4098 -0.7716 -1.5832
C 0.3963 -0.2119 0.6106
C 0.2839 -0.0906 1.9476
C 1.7532 -0.2709 0.0533
C 2.6683 0.6973 0.1945
O 2.0459 -1.3789 -0.7134
H -3.8837 0.8088 -0.6822
H -2.8038 0.1123 -2.0214
H -2.1415 0.5166 0.9401
H -0.1164 0.0381 -2.0411
H -0.6738 -0.0746 2.4524
H 1.1605 -0.0447 2.5879
H 2.4595 1.6015 0.7539
H 3.6414 0.6027 -0.2724
H 1.1866 -1.8219 -0.8735
```

Summary:
Structure (SMILES)   C=CN(O)C(=C)C(=C)O
Gap between HOMO and LUMO   8.92 eV
E_LUMO   0.702 eV

=====

<C>
C6H9NO2 | wB97M-V/def2-TZVPD

```
18
Properties=species:S:1:pos:R:3
C 2.3482 0.7372 0.6779
C 1.6793 -0.0813 -0.3872
O 1.9880 -0.1114 -1.5471
C 0.9851 -1.3304 0.2705
N 0.5153 -2.2104 0.8406
H 3.2217 1.2291 0.2558
H 1.6592 1.4914 1.0582
H 2.6541 0.1589 1.5468
C -2.2245 -0.9771 -0.3230
C -1.3244 0.0231 -0.9702
C -0.6947 1.0401 -0.3623
O -0.7617 1.3411 0.9697
H -2.0598 -1.9602 -0.7592
H -3.2666 -0.7026 -0.5033
H -2.0699 -1.0525 0.7526
H -1.1867 -0.0749 -2.0360
H -0.2278 1.8381 -0.9220
H -1.2349 0.6421 1.4384
```

Summary:
Structure (SMILES)   CC(=O)C#N.C/C=C\O
Gap between HOMO and LUMO   9.07 eV
E_LUMO   -0.010 eV

=====

Which one sits at the bottom of the stability order? <A> does.

=====

<A>
C6H9NO2 | wB97M-V/def2-TZVPD

```
18
Properties=species:S:1:pos:R:3
C -0.2687 0.0974 0.3354
C 0.5486 -0.1795 -1.4906
C 0.7550 -1.7981 1.8124
C -0.2677 -1.2620 0.9740
C -0.5829 0.5758 -1.0657
C 0.4658 1.7191 -0.9353
H -0.1297 1.2753 2.2282
H 0.8618 -1.3168 -1.4337
H 0.8723 0.0451 -2.5440
H 0.5181 -2.7518 2.3661
H 1.7462 -1.3116 1.9001
H -1.2654 -1.6695 0.7398
H -2.8129 0.1827 -0.5138
H 0.8681 2.1066 -1.9142
H 0.2210 2.4731 -0.0944
N 1.1575 0.4113 -0.2789
O -0.7826 1.0274 1.3731
O -1.9045 0.3753 -1.4584
```

Summary:
Gap between HOMO and LUMO   9.63 eV
E_LUMO   0.052 eV

=====

<B>
C6H9NO2 | wB97M-V/def2-TZVPD

```
18
Properties=species:S:1:pos:R:3
C 1.3739 1.2700 -1.7561
C 0.4602 0.7018 0.3181
C -1.0707 -0.4818 0.1677
C 0.2417 -0.3366 1.3019
C -1.1353 -1.5666 -0.6139
C 0.8634 -1.2173 2.0460
O -0.0896 1.9401 0.6181
O -2.1720 0.2687 0.5098
N 1.5218 0.6105 -0.4785
H -1.0034 1.8301 0.9313
H -2.9736 -0.1785 0.1970
H 0.6501 0.7572 -2.4115
H 1.0540 2.3158 -1.6552
H 2.3470 1.2901 -2.2527
H -0.2279 -2.0761 -0.9101
H -2.0800 -2.0460 -0.8430
H 1.9181 -1.0734 2.2743
H 0.3225 -2.0078 2.5566
```

Summary:
Gap between HOMO and LUMO (spin up / spin down)   8.00 / 8.00 eV
E_LUMO (spin up / spin down)   -0.199 / -0.199 eV

=====

<C>
C6H9NO2 | wB97M-V/def2-TZVPD

```
18
Properties=species:S:1:pos:R:3
H 1.8618 -0.0473 -0.4955
N 1.7485 -0.0417 -1.6768
C 0.5481 0.1273 -1.9333
C -0.5823 0.2074 -0.8482
C -1.7695 0.6686 -1.2346
C -0.1950 -0.2022 0.4882
C -0.7570 -1.5045 0.9830
C 0.9427 0.3428 1.0428
O 1.2341 1.6930 0.9471
O 1.4015 -0.1737 2.2300
H 0.1711 0.3151 -2.9322
H -2.0013 0.8249 -2.2806
H -2.5886 0.7742 -0.5451
H -1.8389 -1.4345 1.1404
H -0.5583 -2.3080 0.2695
H -0.3178 -1.8120 1.9320
H 0.6529 2.1344 0.3127
H 2.0479 0.4362 2.6009
```

Summary:
Structure (SMILES)   [H]/N=C\C(=C)C(C)=C(O)O
Gap between HOMO and LUMO   8.92 eV
E_LUMO   0.514 eV

=====

<D>
C6H9NO2 | wB97M-V/def2-TZVPD

```
18
Properties=species:S:1:pos:R:3
C 2.2797 -0.2935 0.4433
C 0.8331 -0.1376 0.1389
C -0.0314 -1.0744 -0.4087
C -1.3895 -0.9225 -0.7901
C -1.7600 0.6365 -0.8260
C 0.2938 1.2304 0.3841
H 1.7405 -0.6674 1.9504
H 0.6981 -2.2690 -0.5939
H -1.4220 -1.3780 -1.6447
H -1.9119 -1.5600 0.0470
H -2.5935 0.7903 -0.9571
H -1.0720 0.9765 -1.6706
H -1.6907 0.8265 1.2050
H 0.7872 1.5735 1.3026
H 0.7851 1.7553 -0.2032
N -1.1839 1.2819 0.2540
O 2.5618 -0.5581 1.7261
O 3.0756 -0.2105 -0.3572
```

Summary:
Gap between HOMO and LUMO   9.50 eV
E_LUMO   0.598 eV

=====

Which one sits at the bottom of the stability order? <A> does.

=====

<A>
C5H9NO4 | wB97M-V/def2-TZVPD

```
19
Properties=species:S:1:pos:R:3
H -0.8659 2.4223 2.6301
N -1.1314 1.6286 1.9525
C 0.0660 1.3947 1.5673
O 1.1211 1.0519 2.3421
C 0.3602 1.0097 0.1272
O -0.4846 1.7368 -0.7233
C 0.1277 -0.5076 -0.0335
O -1.0420 -0.8722 0.6737
C 0.0534 -0.9097 -1.5092
C 0.1215 -2.3962 -1.7151
O 0.6935 -2.9208 -2.6432
H 0.8439 0.5681 3.1289
H 1.4232 1.2267 -0.0639
H 0.0377 2.1820 -1.3953
H 0.9588 -1.0358 0.4530
H -1.8098 -0.5531 0.1832
H 0.8500 -0.4279 -2.0921
H -0.9161 -0.5810 -1.9241
H -0.4072 -3.0165 -0.9583
```

Summary:
Structure (SMILES)   [H]/N=C(\O)[C@H](O)[C@@H](O)CC=O
Gap between HOMO and LUMO   9.89 eV
E_LUMO   0.445 eV

=====

<B>
C5H9NO4 | wB97M-V/def2-TZVPD

```
19
Properties=species:S:1:pos:R:3
N -1.9879 -1.4879 -0.3128
C -1.0602 -0.5202 0.1807
C 0.4126 -0.8344 -0.2390
C 1.5018 -0.3117 0.7183
C 2.6314 0.2606 -0.0630
O 3.5382 -0.3885 -0.5265
O 2.4672 1.5823 -0.3321
C -1.3643 0.9263 -0.0125
O -0.4687 1.7609 0.1427
O -2.6209 1.2615 -0.3459
H -2.8790 -1.3278 0.1393
H -2.1441 -1.4047 -1.3131
H -1.0971 -0.5828 1.2736
H 0.6031 -0.4636 -1.2654
H 0.4789 -1.9311 -0.2795
H 1.8607 -1.1077 1.3660
H 1.1832 0.5331 1.3802
H 1.5262 1.7477 -0.1524
H -2.5811 2.2878 -0.3585
```

Summary:
Structure (SMILES)   N[C@@H](CCC(=O)O)C(=O)O
Gap between HOMO and LUMO   10.20 eV
E_LUMO   0.239 eV

=====

Which one sits at the bottom of the stability order? <A> does.

=====

<A>
C3H3FO2 | wB97M-V/def2-TZVPD

```
9
Properties=species:S:1:pos:R:3
C -2.0789 0.2386 -0.1256
C 1.7508 -0.5021 0.2004
C 1.0744 0.8627 0.3339
O -1.5933 0.0546 -1.2055
O 2.0450 0.7983 -0.4496
F -3.3846 -0.1599 0.0627
H 2.4587 -0.8076 1.0022
H 1.3190 -1.2279 -0.4974
H -1.5913 0.7434 0.6787
```

Summary:
Gap between HOMO and LUMO   10.63 eV
E_LUMO   0.708 eV

=====

<B>
C3H3FO2 | wB97M-V/def2-TZVPD

```
9
Properties=species:S:1:pos:R:3
O -1.2735 -1.2775 0.0346
C -1.6470 -0.1237 -0.0098
O -0.7948 0.9357 -0.0856
C 0.5727 0.7506 0.0666
C 1.2575 -0.4291 -0.0363
F 2.5914 -0.3535 -0.0243
H -2.6914 0.2425 -0.0424
H 1.1085 1.6617 0.2297
H 0.8766 -1.4069 -0.1325
```

Summary:
Structure (SMILES)   O=CO/C=C/F
Gap between HOMO and LUMO   10.45 eV
E_LUMO   0.901 eV

=====

Which one sits at the bottom of the stability order? <A> does.